The following is a DFT calculation (the ωB97M-V functional and the def2-TZVPD basis) of C3H6NO3 as an isolated structure.

Properties
Energy relative to the best compared isomer or geometry (same formula, charge and spin) (eV): 2.110
Net charge: +1
Strongest force on any atom (eV/A): 2.0
Kohn-Sham gap (eV): 10.1
Lowest unoccupied orbital energy (eV): -3.58

Last column: natural (NBO) charge in e.
CARTESIAN COORDINATES (ANGSTROEM)
C: 0.84 0.47 -1.06  -0.45
C: 1.59 -0.09 -0.09  0.68
C: -0.31 0.41 -0.05  0.73
N: -1.70 -0.72 -0.08  -0.79
O: 0.56 -0.22 0.87  -0.53
O: 2.82 -0.39 0.12  -0.59
O: -0.90 1.53 0.29  -0.66
H: 0.91 0.76 -2.08  0.27
H: -2.48 -0.23 -0.53  0.44
H: -1.90 -0.88 0.91  0.43
H: -1.49 -1.61 -0.55  0.44
H: 3.00 -0.71 1.01  0.53
H: -0.94 1.69 1.25  0.52